[1]
ORCA calculation (wB97M-V/def2-TZVPD) on a cluster of 6 separate species, C43H67BrClN3O7 in total in a non-equilibrium geometry.

Structure (XYZ):
```
122
Properties=species:S:1:pos:R:3
C 5.8111 0.3965 2.8442
C 5.3689 0.5461 1.3078
C 5.1744 2.0539 0.8711
C 4.1604 2.2686 -0.3132
C 2.6371 2.0993 0.0637
C 2.2766 3.2213 1.1029
C 0.7738 3.2067 1.6105
C 0.1181 1.8063 1.7267
C 0.7245 0.6351 2.3750
Cl 2.3683 0.7418 3.1106
C 0.0378 -0.6793 2.4722
N 0.6170 -1.8132 3.0774
C 0.7506 -2.9957 2.1846
C 0.9935 -2.6888 0.6656
C 2.3113 -1.8853 0.3528
C -1.3030 -0.7300 1.9209
C -1.9910 0.3969 1.2493
C -1.2426 1.6508 1.1691
C -1.9789 2.8194 0.4562
C -3.0084 3.6164 1.1291
C -3.6534 4.6585 0.3428
N -3.3981 5.0009 -0.9471
C -2.4505 4.2315 -1.5461
C -1.6852 3.1481 -0.9524
C -3.4254 0.0530 0.7596
O -4.2586 0.6973 0.2083
N -3.5425 -1.3312 1.2051
Br -4.7863 -1.2049 2.6545
C -2.3480 -1.8715 1.8578
O -2.3479 -3.0023 2.2519
H 5.2890 1.1237 3.5173
H 6.9181 0.5656 2.9766
H 5.6139 -0.6418 3.2229
H 6.2482 0.1550 0.7213
H 4.4433 -0.0339 1.0764
H 6.1805 2.4058 0.4950
H 4.9638 2.6541 1.7919
H 4.3891 3.2870 -0.7464
H 4.4487 1.5369 -1.1215
H 2.4942 1.0548 0.4264
H 2.0501 2.2865 -0.9005
H 2.4971 4.2096 0.6029
H 2.9297 3.2130 2.0184
H 0.7765 3.6572 2.6478
H 0.2038 3.9273 0.9741
H 1.4760 -1.5943 3.5765
H -0.0903 -3.7364 2.2986
H 1.6673 -3.5527 2.5407
H 0.1492 -2.1766 0.1425
H 1.1057 -3.6906 0.1558
H 2.2510 -1.5846 -0.7351
H 2.4309 -0.9362 0.9246
H 3.1971 -2.5717 0.4167
H -3.3129 3.4192 2.1787
H -4.4534 5.2465 0.8634
H -2.2315 4.4601 -2.6219
H -0.9254 2.5316 -1.4870
C 2.5233 3.9751 -5.0251
C 1.3712 3.0391 -5.3380
C 1.5151 1.9906 -4.2511
O 2.0824 2.6526 -3.1079
C 2.5474 3.9488 -3.5073
H 2.3968 4.9793 -5.4307
H 3.4554 3.5609 -5.4210
H 0.4205 3.5687 -5.2234
H 1.4067 2.6179 -6.3424
H 2.2032 1.1947 -4.5545
H 0.5611 1.5386 -3.9766
H 1.8641 4.6952 -3.0865
H 3.5455 4.1220 -3.0999
C -4.8032 -4.3930 -2.1394
C -5.1466 -2.9426 -1.8633
C -3.7734 -2.3030 -1.7948
O -2.9175 -3.0573 -2.6705
C -3.5948 -4.2629 -3.0488
H -5.6178 -4.9588 -2.5928
H -4.5180 -4.8905 -1.2078
H -5.7108 -2.5280 -2.7045
H -5.7310 -2.7938 -0.9549
H -3.3572 -2.3646 -0.7871
H -3.7837 -1.2550 -2.1043
H -3.8964 -4.1638 -4.0979
H -2.9110 -5.1093 -2.9619
C -3.1144 -0.4519 -4.9773
C -3.4545 1.0009 -4.7003
C -2.0776 1.6364 -4.6316
O -1.2283 0.8810 -5.5053
C -1.9060 -0.3249 -5.8868
H -3.9308 -1.0152 -5.4309
H -2.8306 -0.9499 -4.0470
H -4.0174 1.4174 -5.5410
H -4.0390 1.1512 -3.7916
H -1.6612 1.5731 -3.6198
H -2.0825 2.6841 -4.9411
H -2.2069 -0.2239 -6.9355
H -1.2241 -1.1727 -5.8010
C -8.7435 -0.4493 6.0312
C -7.8007 -1.4231 6.7132
C -7.0466 -2.0088 5.5332
O -6.9913 -0.9850 4.5291
C -7.8850 0.0755 4.8945
H -9.1093 0.3410 6.6870
H -9.6069 -0.9880 5.6300
H -7.1114 -0.8775 7.3641
H -8.3074 -2.1801 7.3121
H -7.5763 -2.8678 5.1086
H -6.0336 -2.3202 5.7950
H -7.2794 0.9296 5.2158
H -8.4739 0.3743 4.0259
C 8.6920 -4.0432 0.7358
C 9.2452 -3.5841 2.0701
C 9.0984 -2.0767 1.9682
O 7.9566 -1.8248 1.1376
C 7.5661 -3.0517 0.5057
H 8.3536 -5.0796 0.7331
H 9.4542 -3.9303 -0.0409
H 8.6201 -3.9666 2.8824
H 10.2723 -3.9007 2.2531
H 9.9714 -1.6241 1.4859
H 8.9538 -1.6030 2.9413
H 6.6366 -3.3907 0.9766
H 7.3742 -2.8727 -0.5537
```

- orbital gap (hartree) = 0.2919
- E_HOMO (Eh) = -0.317
- SMILES = CCCCCCCc1c(Cl)c(NCCC)c2c(c1-c1ccncc1)C(=O)N(Br)C2=O.C1CCOC1.C1CCOC1.C1CCOC1.C1CCOC1.C1CCOC1
- spin multiplicity = 1

Mulliken population analysis, charges in e, atoms 1 to 2: C -1.411; C 0.721

---

[2]
ORCA calculation (wB97M-V/def2-TZVPD) on a cluster of 3 separate species, C43H70ClF5N4O7 in total in a non-equilibrium geometry.

Structure (XYZ):
```
130
Properties=species:S:1:pos:R:3
C 2.9377 -0.1208 -3.6782
C 2.4030 0.0172 -2.4560
C 1.0580 -0.5646 -2.0642
Cl 0.4600 -1.7277 -3.3206
C 1.1783 -1.3783 -0.7586
O 1.8047 -2.6316 -0.9241
C 3.1442 -2.6415 -0.5723
C 3.5883 -2.3149 0.7022
C 4.9566 -2.3294 0.9524
C 5.8764 -2.6529 -0.0362
C 5.4215 -2.9926 -1.3093
C 4.0561 -2.9805 -1.5657
O 0.1313 0.4058 -1.7598
C -0.1131 1.3990 -2.7652
C 0.6504 2.7092 -2.5106
C 1.1025 2.8995 -1.0665
C 1.1151 4.3692 -0.6479
C 1.5812 4.5657 0.7813
F 2.8388 5.0688 0.8237
F 1.6005 3.4179 1.4981
C 0.6787 5.5394 1.5737
F 0.4228 6.6486 0.9086
F -0.4641 4.9074 1.8537
F 1.2436 5.8416 2.7371
C -1.6394 1.6895 -2.8725
C -2.4222 0.3673 -2.9097
C -3.8343 0.4090 -3.5219
C -4.8700 1.2967 -2.8781
C -5.7927 0.7275 -1.9967
C -6.7981 1.4822 -1.4050
C -6.9115 2.8394 -1.6855
C -5.9915 3.4212 -2.5566
C -4.9946 2.6589 -3.1479
N -1.9935 2.5866 -1.7804
C -2.1609 2.0623 -0.4358
C -3.5894 2.1376 0.1474
O -1.8738 2.4761 -4.0265
C -1.5295 1.8900 -5.2530
N -0.5673 2.7480 -5.9506
C -0.1667 2.3797 -7.1028
C 1.2596 1.9426 -7.3331
C -1.0747 2.3537 -8.3246
H 3.4364 0.7065 -4.1713
H 2.9178 -1.0730 -4.1895
H 2.9120 0.5378 -1.6542
H 0.1564 -1.5770 -0.4300
H 1.6423 -0.7658 0.0134
H 2.8763 -2.0432 1.4679
H 5.3269 -2.0548 1.9308
H 6.9400 -2.6416 0.1461
H 6.1128 -3.2341 -2.1013
H 3.6997 -3.2251 -2.5561
H 0.2818 1.0173 -3.7049
H 1.5543 2.6711 -3.1225
H 0.0870 3.5516 -2.8966
H 0.5350 2.3276 -0.3407
H 2.1274 2.5349 -0.9874
H 0.1064 4.7590 -0.7685
H 1.8099 4.9081 -1.2872
H -2.4690 -0.1306 -1.9451
H -1.8556 -0.3089 -3.5513
H -4.2176 -0.6091 -3.4618
H -3.8014 0.6457 -4.5843
H -5.7469 -0.3331 -1.7815
H -7.5201 1.0209 -0.7454
H -7.6966 3.4272 -1.2363
H -6.0793 4.4805 -2.7531
H -4.2941 3.1138 -3.8364
H -2.6867 3.2626 -2.0565
H -1.8004 1.0475 -0.3050
H -1.5575 2.6777 0.2378
H -4.2052 2.8631 -0.3766
H -4.0586 1.1606 0.2020
H -3.5174 2.4950 1.1749
H -2.4474 1.8045 -5.8524
H -1.0763 0.9054 -5.1571
H 1.9062 2.5723 -6.7280
H 1.5227 2.0130 -8.3838
H 1.3149 0.9062 -6.9998
H -0.5037 2.2531 -9.2407
H -1.6679 3.2616 -8.3609
H -1.7651 1.5107 -8.2472
C 0.7964 4.0444 7.9005
O 0.2489 3.4196 6.7569
C 0.9236 3.7151 5.5387
C 1.7177 2.5283 5.0335
N 2.8774 2.2521 5.8733
C 3.5242 0.9668 5.6213
C 2.7112 -0.3154 5.7797
O 2.3501 -0.6291 7.1114
C 1.2161 0.0532 7.6118
H 0.0721 3.9409 8.7072
H 1.7303 3.5693 8.2205
H 0.9754 5.1089 7.7257
H 1.5540 4.6040 5.6339
H 0.1475 3.9374 4.8015
H 2.0577 2.7392 4.0154
H 1.0302 1.6733 4.9897
H 2.5962 2.2847 6.8436
H 4.3705 0.9030 6.3097
H 3.9433 0.9876 4.6092
H 3.3512 -1.1404 5.4558
H 1.8272 -0.3382 5.1303
H 0.4654 0.2268 6.8367
H 1.4947 1.0033 8.0753
H 0.7728 -0.5694 8.3892
C -1.8326 -3.9940 2.2736
O -1.5171 -4.3887 0.9542
C -0.1298 -4.3182 0.6274
C 0.4912 -5.6943 0.5224
N 0.5937 -6.3441 1.8242
C 0.9139 -7.7689 1.7768
C -0.0245 -8.7133 1.0308
O -1.2881 -8.9000 1.6416
C -2.2420 -7.8864 1.3894
H -2.9125 -3.8615 2.3263
H -1.5485 -4.7541 3.0098
H -1.3512 -3.0458 2.5320
H 0.4185 -3.6884 1.3356
H -0.0662 -3.8497 -0.3521
H 1.4932 -5.5972 0.0929
H -0.1222 -6.2742 -0.1793
H -0.2802 -6.2289 2.3186
H 0.9652 -8.1118 2.8131
H 1.9201 -7.8797 1.3590
H 0.4448 -9.7003 1.0388
H -0.1484 -8.4401 -0.0240
H -2.1440 -7.4703 0.3836
H -2.1764 -7.0839 2.1290
H -3.2318 -8.3338 1.4834
```

- orbital gap (hartree) = 0.3128
- E_HOMO (Eh) = -0.300
- SMILES = C=C[C@@](Cl)(COc1ccccc1)O[C@H](CCCC(F)(F)C(F)(F)F)[C@@](CCc1ccccc1)(NCC)OCN=C(C)C.COCCNCCOC.COCCNCCOC
- spin multiplicity = 1

Mulliken population analysis, charges in e, atoms 1 to 2: C -1.308; C -0.316

---

The highest orbital gap belongs to which entry? C43H70ClF5N4O7